Record 1
The following is a DFT calculation (the ωB97M-V functional and the def2-TZVPD basis) of a cluster of 13 separate species, H25O13 in total at a distorted geometry.

DFT total energy: -27024.3909 eV
net charge: -1
orbital gap: 8.3 eV
HOMO: -0.2186 Eh

Each line ends with the Löwdin charge.
Positions of all 38 atoms, in Å:
O: 0.89480 0.77872 -0.17392  -0.060
H: 1.66983 0.41539 0.26988  0.014
H: 0.74499 -1.92730 1.76078  0.008
O: 3.43765 -0.18982 -2.78792  -0.053
H: 3.78559 -0.54848 -1.96410  0.031
H: -1.61550 1.38400 0.98232  0.051
O: 0.11795 -2.63081 2.14657  -0.123
H: -0.11768 -1.94498 2.75855  -0.010
O: 0.22265 4.31225 -1.46553  -0.070
H: 0.19469 3.37849 -1.23700  -0.011
H: -0.15780 4.71872 -0.67954  0.036
O: 1.86966 -0.60167 2.05932  -0.401
H: 1.86226 1.05063 2.10065  -0.040
H: 1.26431 -0.58135 2.80153  -0.047
O: 3.88105 -2.01373 1.08246  -0.104
H: 3.57436 -1.43179 1.79342  -0.010
H: 3.08878 -2.49333 0.84796  0.006
O: -2.64911 -2.39589 2.07550  -0.038
H: -2.95119 -1.48950 2.13068  0.014
H: 0.40967 1.45516 0.25175  -0.015
O: -2.02722 0.55977 1.25511  -0.047
H: -1.61155 -0.05550 0.63629  0.037
H: 2.98958 1.91724 1.63812  0.015
O: 2.11031 2.01403 2.00254  -0.129
H: -2.19331 -2.59448 1.29685  -0.015
H: 3.53397 0.72321 -2.55333  0.015
O: -2.96672 -1.17094 -1.41021  -0.036
H: -3.27513 -0.79571 -0.58574  0.001
H: -2.18086 -0.67099 -1.65534  0.026
O: 0.32948 -3.11623 -2.96104  -0.060
H: -0.34041 -3.66836 -2.54888  0.030
H: 0.52872 -2.45074 -2.29347  0.028
O: -3.79987 1.77526 -0.17261  -0.080
H: -3.64447 1.52366 -1.07682  0.001
H: -3.55980 1.00416 0.37688  -0.006
O: -1.31985 2.08844 -1.94450  -0.049
H: -1.43856 2.29264 -2.87380  0.059
H: -0.66125 1.37983 -1.88340  0.031

Record 2
The following is a DFT calculation (the ωB97M-V functional and the def2-TZVPD basis) of a structure of composition C36H42Cl3N3O4PSn.

DFT total energy: -103338.7439 eV
net charge: +3
orbital gap (alpha / beta): 4.9 / 6.8 eV
HOMO (alpha / beta): -0.5386 / -0.5753 Eh

Each line ends with the Löwdin charge.
Positions of all 90 atoms, in Å:
Sn: 0.26304 -2.03055 0.30046  1.456
C: -0.29376 -1.03936 3.21029  -0.074
N: -0.63217 -2.30163 2.51269  -0.358
C: -0.04209 -3.42766 3.27104  -0.058
C: -2.11091 -2.45930 2.47557  -0.170
C: -2.56989 -3.33929 1.33196  -0.178
N: -2.14838 -2.79360 0.03362  -0.396
C: -2.83499 -1.53371 -0.28123  -0.105
C: -2.40168 -3.75818 -1.04380  -0.069
H: -0.76950 -1.01240 4.19349  0.113
H: -0.65259 -0.18845 2.62670  0.069
H: 0.78537 -0.96762 3.33166  0.074
H: -0.34593 -3.36051 4.31869  0.112
H: 1.04115 -3.37803 3.20735  0.084
H: -0.38891 -4.37197 2.86035  0.087
H: -2.55693 -1.46848 2.39912  0.116
H: -2.44665 -2.88016 3.42708  0.143
H: -3.66052 -3.44727 1.37381  0.145
H: -2.13985 -4.33726 1.42734  0.119
H: -3.92041 -1.67162 -0.31498  0.112
H: -2.49770 -1.17717 -1.25452  0.090
H: -2.60752 -0.76069 0.45296  0.066
H: -3.47120 -3.96612 -1.14937  0.109
H: -1.89108 -4.69517 -0.82914  0.083
H: -2.03406 -3.35851 -1.98885  0.098
Cl: -1.31271 2.67490 1.15719  0.674
C: -2.00814 4.25387 1.40958  -0.654
C: -1.94887 4.79709 2.67750  -0.084
C: -2.52264 6.03966 2.91580  -0.026
C: -3.15514 6.73507 1.89605  -0.036
C: -3.21131 6.19009 0.62546  -0.054
C: -2.62726 4.94440 0.36234  -0.390
P: -2.66261 4.30247 -1.29684  1.213
C: -1.10377 4.43448 -2.12669  -0.372
C: -0.96785 3.86307 -3.39846  -0.095
C: 0.22648 3.99982 -4.08117  -0.052
C: 1.28539 4.68607 -3.49599  -0.039
C: 1.15883 5.23080 -2.22382  -0.048
C: -0.03138 5.10324 -1.52935  -0.064
C: -4.01738 4.96734 -2.21238  -0.371
C: -3.83459 5.61075 -3.44426  -0.060
C: -4.93380 6.11843 -4.11163  -0.039
C: -6.20652 5.97743 -3.56953  -0.023
C: -6.39268 5.33013 -2.35141  -0.043
C: -5.30558 4.81740 -1.67273  -0.085
H: -1.46516 4.24934 3.47388  0.115
H: -2.47731 6.46207 3.91054  0.126
H: -3.60040 7.70103 2.08876  0.125
H: -3.69585 6.73233 -0.17551  0.119
H: -1.79511 3.32963 -3.85115  0.116
H: 0.33215 3.57874 -5.07161  0.118
H: 2.21406 4.80199 -4.03868  0.120
H: 1.98361 5.77141 -1.77998  0.119
H: -0.13840 5.54388 -0.54636  0.112
H: -2.84287 5.73980 -3.85587  0.108
H: -4.79938 6.63496 -5.05199  0.123
H: -7.06094 6.37772 -4.09869  0.124
H: -7.38629 5.22580 -1.93815  0.121
H: -5.44648 4.30979 -0.72595  0.116
Cl: 4.31158 -8.11327 -2.60794  0.859
C: 3.67673 -6.59607 -2.22447  -0.617
C: 4.21189 -5.44450 -2.82234  -0.083
C: 3.69218 -4.21612 -2.51764  -0.557
Cl: 4.33305 -2.80339 -3.20723  0.829
C: 2.56204 -4.06070 -1.59434  -0.363
O: 2.06693 -2.95410 -1.37050  -0.074
C: 2.07304 -5.28688 -0.97272  -0.092
C: 0.99806 -5.28138 -0.00144  -0.105
O: 0.38702 -4.31287 0.44338  -0.103
C: 2.61651 -6.50460 -1.29575  0.001
H: 5.03168 -5.53697 -3.52211  0.130
H: 0.70789 -6.27431 0.37074  0.159
H: 2.24256 -7.41676 -0.84516  0.136
O: 3.22586 -1.01004 3.02155  0.071
C: 3.16768 -1.64029 1.97193  -0.575
O: 2.13311 -2.17568 1.45843  -0.223
C: 4.48326 -1.84912 1.19539  -0.145
N: 5.53669 -1.09420 1.97198  0.098
C: 6.60822 -2.06539 2.40146  -0.080
C: 5.86535 -3.38921 2.43901  -0.130
C: 4.96334 -3.30605 1.20538  -0.111
H: 4.38592 -1.43682 0.19272  0.160
H: 4.99381 -0.73661 2.78812  0.154
H: 5.91506 -0.29757 1.46521  0.187
H: 7.03065 -1.73910 3.34768  0.142
H: 7.38367 -2.06054 1.63747  0.140
H: 5.27218 -3.46587 3.35179  0.131
H: 6.55062 -4.23284 2.41056  0.132
H: 4.11629 -3.98868 1.24741  0.119
H: 5.53418 -3.52029 0.30028  0.124

Record 3
The following is a DFT calculation (the ωB97M-V functional and the def2-TZVPD basis) of a cluster of 14 separate species, C50H126N2O28 in total at a distorted geometry.

DFT total energy: -114176.5043 eV
orbital gap: 9.1 eV
HOMO: -0.3298 Eh

Each line ends with the Löwdin charge.
Positions of all 206 atoms, in Å:
C: 0.24999 32.98080 -0.48729  0.033
N: 0.80056 31.70488 0.03570  -0.442
O: 0.73097 31.64871 1.26458  0.037
O: 1.38087 30.98823 -0.76425  0.077
H: 0.20827 33.15760 -1.56204  0.096
H: 1.02005 33.61546 -0.04877  0.105
H: -0.76555 33.06205 -0.09975  0.098
C: 3.44904 18.36571 -2.48641  0.062
N: 2.85606 18.13715 -1.12198  -0.417
O: 2.25631 19.10249 -0.68811  0.065
O: 3.17605 17.12355 -0.49438  0.042
H: 4.50582 18.59831 -2.35518  0.083
H: 2.96562 19.23370 -2.93472  0.078
H: 3.57614 17.39623 -2.96816  0.102
C: 8.90223 29.01293 0.12504  -0.092
O: 8.68911 27.63250 -0.20768  -0.204
C: 9.05663 27.27220 -1.57465  -0.164
C: 9.53451 25.84761 -1.59710  -0.257
O: 8.65245 25.03983 -0.94060  -0.180
C: 8.86570 23.64660 -1.15175  -0.066
H: 8.68163 29.07299 1.19079  0.084
H: 8.28985 29.72843 -0.42376  0.067
H: 9.94465 29.30504 -0.00194  0.084
H: 9.86915 27.93424 -1.87401  0.117
H: 8.24534 27.58948 -2.22983  0.119
H: 10.51106 25.77015 -1.11913  0.132
H: 9.74974 25.62220 -2.64160  0.125
H: 8.00111 23.10803 -0.76378  0.061
H: 9.84191 23.23838 -0.89006  0.096
H: 8.75268 23.55323 -2.23185  0.071
C: 10.94252 22.54291 6.54328  -0.068
O: 11.90590 22.56196 5.44600  -0.192
C: 11.41443 23.19830 4.27634  -0.182
C: 10.54732 22.31630 3.31025  -0.145
O: 9.25533 22.21053 3.93827  -0.246
C: 8.37036 21.37692 3.26298  -0.133
H: 10.71671 23.55439 6.88093  0.075
H: 11.47988 22.03697 7.34540  0.088
H: 9.99610 22.12484 6.20032  0.075
H: 12.32373 23.39911 3.70980  0.123
H: 10.80882 24.04924 4.58817  0.111
H: 11.03722 21.34518 3.23931  0.126
H: 10.32684 22.81545 2.36667  0.115
H: 8.70415 20.36269 3.48209  0.096
H: 8.35330 21.54191 2.18567  0.083
H: 7.38448 21.53530 3.70009  0.076
C: -0.81940 22.37845 -2.73202  -0.073
O: -0.05329 21.28340 -3.20878  -0.195
C: 1.15841 21.58138 -3.87053  -0.203
C: 0.92872 21.50707 -5.36672  -0.178
O: 0.83671 20.12483 -5.89578  -0.157
C: 0.57379 20.28530 -7.26870  -0.147
H: -0.08107 23.01305 -2.24187  0.076
H: -1.58193 22.01814 -2.04149  0.089
H: -1.32567 22.79196 -3.60426  0.084
H: 1.82700 20.85008 -3.41636  0.103
H: 1.60961 22.56071 -3.71104  0.112
H: 1.75618 22.06865 -5.80034  0.109
H: 0.13366 22.14998 -5.74439  0.124
H: 1.11652 21.12510 -7.70261  0.083
H: -0.49724 20.30192 -7.47050  0.089
H: 0.92515 19.40016 -7.79894  0.083
C: 0.87317 29.41605 4.20613  -0.160
O: 1.26487 28.22024 4.68851  -0.148
C: 2.43728 28.39717 5.42522  -0.242
C: 2.99259 27.12580 5.97523  -0.169
O: 1.97993 26.32741 6.56193  -0.200
C: 1.35211 26.84647 7.65817  -0.114
H: 1.62579 30.01062 3.68831  0.091
H: 0.44469 30.01606 5.00893  0.095
H: 0.00976 29.36865 3.54253  0.081
H: 2.31218 29.21754 6.13194  0.122
H: 3.21078 28.86448 4.81578  0.122
H: 3.74883 27.24021 6.75184  0.130
H: 3.52371 26.67976 5.13435  0.109
H: 0.92278 27.75451 7.23479  0.082
H: 2.04917 27.16935 8.43145  0.090
H: 0.59774 26.18028 8.07673  0.101
C: -4.54421 20.98378 2.15231  -0.081
O: -4.17662 22.35500 2.48157  -0.183
C: -3.28097 23.05571 1.67122  -0.230
C: -1.84672 22.58904 1.62190  -0.201
O: -1.66735 21.26422 1.12734  -0.178
C: -0.38469 20.79293 1.51495  -0.101
H: -5.60667 20.84252 2.35066  0.075
H: -3.92890 20.18563 2.56758  0.082
H: -4.60443 20.85932 1.07110  0.079
H: -3.43034 23.95477 2.26912  0.131
H: -3.66352 23.37885 0.70306  0.118
H: -1.61328 22.57209 2.68647  0.120
H: -1.22295 23.35761 1.16549  0.112
H: -0.42410 19.71226 1.37817  0.088
H: -0.20020 20.98887 2.57120  0.084
H: 0.47688 21.20389 0.98871  0.077
C: 8.61666 31.42741 4.81225  -0.081
O: 9.97824 31.86736 5.04105  -0.223
C: 10.60301 32.65175 3.95835  -0.149
C: 12.11777 32.44704 4.16374  -0.205
O: 12.75743 33.45801 3.36052  -0.200
C: 14.00033 33.91512 3.90218  -0.110
H: 8.47236 31.11255 3.77874  0.074
H: 8.01085 32.26898 5.14820  0.083
H: 8.52117 30.59232 5.50622  0.083
H: 10.44968 33.71964 4.11387  0.124
H: 10.37407 32.28319 2.95842  0.118
H: 12.59348 31.48033 3.99864  0.123
H: 12.30314 32.55013 5.23291  0.115
H: 13.92985 34.55441 4.78222  0.081
H: 14.43279 34.59225 3.16558  0.083
H: 14.65874 33.07868 4.13661  0.085
C: 5.66300 17.02339 3.00155  -0.114
O: 5.56000 18.37760 3.27292  -0.170
C: 5.93633 19.33438 2.36006  -0.215
C: 5.15753 19.23359 1.03857  -0.194
O: 5.18230 20.43567 0.34097  -0.186
C: 6.29163 20.70970 -0.42899  -0.122
H: 4.88464 16.68123 2.31951  0.083
H: 5.43131 16.50375 3.93128  0.093
H: 6.62165 16.69077 2.60348  0.092
H: 7.01052 19.25503 2.19298  0.106
H: 5.83145 20.27517 2.90043  0.121
H: 4.12111 19.04334 1.31737  0.129
H: 5.54439 18.49707 0.33432  0.125
H: 6.40946 21.72114 -0.81783  0.060
H: 6.26741 20.11714 -1.34354  0.082
H: 7.23366 20.51811 0.08480  0.084
C: 5.15704 32.43775 0.82310  -0.071
O: 4.81486 33.24981 -0.35090  -0.196
C: 5.91967 33.47812 -1.28046  -0.166
C: 6.65107 32.32616 -2.03788  -0.213
O: 5.67314 31.34189 -2.33008  -0.192
C: 6.16271 30.37332 -3.30655  -0.066
H: 5.70542 31.51249 0.64628  0.074
H: 4.18179 32.17293 1.23158  0.080
H: 5.72520 33.01579 1.55192  0.079
H: 6.68788 33.90320 -0.63450  0.105
H: 5.68793 34.31506 -1.93918  0.116
H: 7.43424 31.89501 -1.41431  0.100
H: 7.10038 32.73627 -2.94233  0.120
H: 6.10140 30.82905 -4.29481  0.084
H: 5.49646 29.51617 -3.40405  0.075
H: 7.18731 30.08504 -3.07162  0.074
C: 5.11087 24.14160 4.37547  -0.144
O: 5.61282 25.39436 4.49109  -0.218
C: 6.56420 25.66076 5.56872  -0.141
C: 8.01014 25.14661 5.45271  -0.167
O: 8.69867 25.61901 4.27411  -0.173
C: 8.16060 25.24480 3.04268  -0.106
H: 4.51071 23.86501 5.24231  0.099
H: 5.88593 23.39540 4.20064  0.072
H: 4.48656 24.08621 3.48370  0.086
H: 6.19714 25.33541 6.54213  0.123
H: 6.60572 26.74968 5.54313  0.125
H: 8.02911 24.06138 5.35249  0.102
H: 8.53064 25.26168 6.40346  0.124
H: 8.83745 25.46473 2.21709  0.095
H: 7.19908 25.65110 2.72888  0.070
H: 7.91763 24.18597 3.13183  0.073
C: -0.82772 27.24865 1.49984  -0.101
O: -0.30716 25.94183 1.32230  -0.176
C: 1.05457 25.91022 1.62436  -0.209
C: 1.53928 24.45503 1.76364  -0.121
O: 1.05789 23.86244 3.03190  -0.189
C: 1.46233 24.52744 4.27467  -0.074
H: -1.84187 27.55143 1.23920  0.087
H: -0.23204 27.98933 0.96632  0.083
H: -0.79641 27.45864 2.56896  0.074
H: 1.20608 26.51380 2.51926  0.101
H: 1.54018 26.48237 0.83384  0.124
H: 2.61238 24.37561 1.58970  0.095
H: 1.07713 23.88081 0.96065  0.098
H: 1.34711 23.99772 5.22031  0.089
H: 0.94727 25.47983 4.40026  0.069
H: 2.52363 24.77590 4.27281  0.049
C: 3.66544 26.70002 -3.22051  -0.095
O: 4.60013 26.38894 -4.24988  -0.176
C: 4.90717 25.00803 -4.20900  -0.194
C: 6.36837 24.74541 -4.60612  -0.132
O: 6.40209 23.59431 -5.52189  -0.197
C: 7.68055 23.12496 -5.86088  -0.132
H: 2.69216 26.22174 -3.33043  0.095
H: 3.46340 27.75047 -3.42986  0.082
H: 4.04421 26.66656 -2.19898  0.069
H: 4.22567 24.51113 -4.89948  0.126
H: 4.62395 24.58120 -3.24686  0.096
H: 7.13717 24.70614 -3.83442  0.103
H: 6.64104 25.59594 -5.23088  0.121
H: 8.17194 23.70151 -6.64460  0.081
H: 7.49109 22.15071 -6.31148  0.088
H: 8.38207 23.08585 -5.02754  0.074
C: 3.22815 23.20412 -0.93597  -0.096
O: 3.70828 24.52921 -0.65255  -0.211
C: 5.10479 24.55166 -0.19948  -0.155
C: 5.50312 25.98038 0.19267  -0.150
O: 4.49891 26.40806 1.18221  -0.215
C: 4.71081 27.72973 1.71946  -0.072
H: 3.29074 22.50595 -0.10127  0.083
H: 3.70879 22.74042 -1.79741  0.080
H: 2.15944 23.36414 -1.07868  0.075
H: 5.79507 24.21250 -0.97187  0.102
H: 5.18059 23.94264 0.70133  0.121
H: 5.49805 26.61649 -0.69246  0.106
H: 6.44110 26.16549 0.71613  0.100
H: 3.80498 28.32538 1.60640  0.082
H: 5.43349 28.32334 1.15959  0.075
H: 5.02857 27.52909 2.74262  0.077

In the order shown, the computed ΔE to the lowest compared entry with this formula, charge and spin values come out to 2.984, 0.000, 3.002 eV.